114
Properties=species:S:1:pos:R:3:forces:R:3:mulliken_charge:R:1 method="wB97M-V/def2-TZVPD" gap_ev=8.6 e_tot_ev=-121924.7861
C -0.928 1.281 -6.729 -0.1 0.3 -0.4 -0.9638
S -0.303 2.084 -5.216 -1.8 0.7 1.1 0.5384
O -0.845 3.500 -5.124 0.7 -1.1 -0.5 -0.6672
C -1.421 1.231 -3.974 0.5 0.1 -0.9 -0.8145
H -1.905 1.602 -7.090 -0.2 0.3 0.7 0.3448
H -0.964 0.196 -6.630 0.4 0.0 0.1 0.3181
H -0.259 1.587 -7.533 0.3 -0.3 0.1 0.3463
H -1.129 0.194 -3.809 0.0 0.0 0.0 0.2265
H -2.437 1.283 -4.364 0.1 0.0 -0.1 0.4419
H -1.362 1.820 -3.059 0.2 0.0 -0.1 0.1990
C -3.930 3.115 4.715 0.8 -0.4 1.2 -0.6532
S -4.486 1.445 4.346 -0.9 0.5 -1.5 0.3910
O -5.601 1.625 3.293 1.9 -0.6 1.2 -0.6089
C -2.906 0.828 3.591 -1.1 0.1 -0.5 -0.5838
H -4.560 3.442 5.543 -0.6 0.5 -0.7 0.4429
H -3.780 3.781 3.865 -0.6 -0.2 0.0 0.0114
H -2.975 3.083 5.239 0.4 -0.3 -0.3 0.2933
H -2.156 0.749 4.377 0.0 0.2 -0.1 0.4101
H -2.629 1.444 2.735 0.1 0.3 0.3 -0.1383
H -3.125 -0.153 3.168 -0.1 -0.2 0.3 0.3344
C 0.736 -1.715 0.180 -0.2 0.5 -0.2 0.1762
S -0.613 -0.888 1.111 -0.5 -0.5 -0.9 -0.1325
O -0.009 -0.044 2.193 -0.2 -0.1 0.0 -0.6838
C -1.002 0.292 -0.226 0.4 0.1 -0.3 0.0116
H 1.472 -0.949 -0.064 0.1 0.0 0.1 -0.3103
H 0.315 -2.062 -0.764 -0.2 0.0 0.0 0.1537
H 1.206 -2.571 0.663 -0.3 0.3 0.5 0.0056
H -1.843 0.973 -0.093 0.1 -0.2 0.9 -0.3518
H -1.199 -0.176 -1.190 0.3 -0.4 0.1 0.4792
H -0.074 0.861 -0.279 0.0 0.2 -0.3 0.0938
C 1.081 5.888 3.295 -0.5 -0.2 -0.4 -0.9681
S 0.375 4.316 4.013 0.0 0.7 1.1 0.4118
O -0.948 4.666 4.717 1.3 -0.5 -1.8 -0.6112
C 0.234 3.335 2.439 -0.1 1.4 0.2 -0.2361
H 1.576 6.484 4.061 0.0 -0.4 0.1 0.3397
H 0.325 6.517 2.823 -0.5 -0.2 0.3 0.2967
H 1.751 5.676 2.462 0.4 -0.4 0.3 0.3504
H -0.701 2.777 2.471 0.2 0.0 -0.2 -0.3335
H 1.126 2.722 2.312 -0.2 -0.2 0.6 0.2448
H 0.308 4.068 1.635 -0.7 -0.2 -0.2 0.4245
C -4.094 4.332 -1.109 -0.1 -0.8 0.3 -0.9569
S -3.844 4.082 0.737 1.3 -0.2 -0.7 0.4392
O -2.942 2.843 0.939 -1.0 1.5 -0.6 -0.6906
C -2.779 5.545 1.027 -0.3 -0.3 -0.8 -0.9743
H -4.971 3.725 -1.334 -0.1 0.2 0.0 0.3654
H -3.293 3.909 -1.714 0.4 -0.1 0.5 0.2111
H -4.233 5.355 -1.459 -0.2 0.1 0.6 0.4489
H -1.987 5.628 0.283 0.4 -0.6 0.2 0.3128
H -2.425 5.481 2.055 0.0 0.2 -0.1 0.1652
H -3.365 6.433 0.788 -0.4 0.0 0.6 0.5461
C 2.408 -4.933 -5.243 -0.3 0.3 0.4 -0.9454
S 1.412 -3.365 -5.546 -1.1 -1.2 1.2 0.5027
O 0.015 -3.877 -5.798 0.9 0.5 -0.4 -0.6259
C 1.294 -2.878 -3.740 1.0 -0.6 -1.5 -0.2368
H 2.761 -5.404 -6.160 -0.2 0.4 -0.2 0.3425
H 1.723 -5.619 -4.744 -0.2 0.1 -0.1 0.3304
H 3.259 -4.818 -4.572 0.1 0.5 -0.1 0.2796
H 2.333 -2.668 -3.489 -0.1 0.1 0.6 0.1449
H 0.916 -3.807 -3.312 -0.1 0.3 0.4 0.2612
H 0.667 -1.997 -3.606 0.0 -0.2 -0.2 -0.0610
C -2.855 -3.112 -0.554 -1.2 1.4 -0.1 -0.4488
C -1.767 -4.022 -0.610 -0.7 -0.2 -0.2 0.2969
N -0.934 -4.795 -0.593 1.4 -0.8 0.0 -0.3906
H -3.307 -2.817 -1.501 0.5 -0.2 -0.4 0.3006
H -2.477 -2.188 -0.115 -0.4 0.0 0.2 -0.0451
H -3.712 -3.489 0.004 0.3 -0.1 0.4 0.4066
C 1.873 -5.728 1.562 -0.4 -0.5 0.5 -0.0485
C 1.822 -7.073 1.009 0.4 -2.4 -1.5 0.0493
N 1.844 -8.149 0.549 -0.1 2.3 1.1 -0.4633
H 2.848 -5.566 2.022 -0.1 0.2 -0.2 0.3273
H 1.132 -5.720 2.362 0.0 0.3 0.0 0.3399
H 1.598 -4.975 0.824 0.2 -0.1 0.0 -0.1612
C 5.031 0.436 -2.582 -0.5 0.1 0.6 -0.9778
C 3.582 0.345 -2.373 0.5 0.5 -0.6 0.4356
N 2.443 0.293 -2.268 -0.5 -0.1 0.2 -0.2654
H 5.431 -0.390 -1.995 0.5 -0.1 -0.4 0.2621
H 5.411 1.366 -2.160 -0.1 0.0 0.1 0.2894
H 5.280 0.442 -3.644 0.0 -0.4 0.1 0.3790
C 0.505 -1.381 4.667 -0.2 0.0 1.1 -0.5024
C 1.164 -2.551 4.134 1.5 -2.3 -1.7 0.4767
N 1.704 -3.487 3.679 -1.3 2.3 1.2 -0.4895
H 1.095 -0.474 4.531 -0.2 -0.1 -0.3 0.1063
H 0.440 -1.552 5.741 -0.1 0.1 0.2 0.4873
H -0.511 -1.277 4.286 0.3 0.1 -0.1 0.0424
N 2.483 0.715 1.971 3.0 1.9 -0.5 2.1745
C 2.998 1.580 1.000 -1.3 -1.0 -1.0 -0.5632
C 4.283 1.991 1.275 -1.4 -0.6 0.3 -0.8257
C 4.548 1.401 2.509 0.1 -1.7 2.3 -0.9112
C 3.437 0.621 2.951 0.7 1.0 -1.5 -0.7703
H 1.573 0.282 2.029 -0.6 0.1 -0.2 -0.5133
H 2.477 1.675 0.058 -0.2 0.2 0.1 0.4903
H 4.898 2.645 0.674 0.0 -0.2 0.1 0.5585
H 5.507 1.389 3.006 -0.1 0.3 0.2 0.4248
H 3.169 0.012 3.802 0.7 0.1 0.2 0.3157
N -4.531 0.880 -0.622 -0.6 0.0 0.1 0.6449
C -4.443 0.889 -1.985 1.2 -0.5 -0.8 -0.2200
C -5.069 -0.240 -2.500 -0.1 0.8 1.0 -0.6465
C -5.681 -0.811 -1.368 -0.7 -1.6 -0.5 -0.6047
C -5.326 -0.159 -0.233 -0.3 -0.1 0.1 -0.6211
H -4.059 1.513 0.009 0.1 0.2 0.1 0.0311
H -3.789 1.604 -2.462 -0.1 0.0 0.0 0.2081
H -5.141 -0.702 -3.474 0.1 0.7 -0.2 0.4540
H -6.351 -1.653 -1.454 0.0 -0.1 0.3 0.4481
H -5.697 -0.368 0.759 0.4 0.5 0.1 0.4669
N 5.284 -2.641 1.351 -0.2 0.4 1.2 0.0447
C 4.436 -1.892 0.616 0.2 0.8 -1.6 -0.4562
C 4.087 -2.623 -0.526 0.0 0.9 1.8 0.6888
C 4.647 -3.893 -0.318 -0.1 -0.8 -0.8 -0.8400
C 5.373 -3.894 0.856 0.2 -0.5 -0.9 -0.9047
H 5.691 -2.309 2.214 -0.1 -0.2 -0.2 0.2290
H 4.336 -0.839 0.835 -0.3 0.0 0.1 0.0872
H 3.455 -2.260 -1.323 0.0 -0.2 0.0 0.2099
H 4.476 -4.684 -1.033 0.3 -0.3 0.3 0.4872
H 6.015 -4.640 1.301 -0.2 0.0 0.0 0.4185